{"formula": "C22H41Cl8F3N3O3S", "method": "the ωB97M-V functional and the def2-TZVPD basis", "gap_ev": 5.23, "spin_multiplicity": 1, "e_homo_ev": -9.39, "charge": 1, "elements": ["C", "C", "C", "C", "C", "C", "C", "C", "C", "C", "C", "N", "C", "N", "O", "N", "C", "S", "O", "O", "C", "F", "F", "F", "H", "H", "H", "H", "H", "H", "H", "H", "H", "H", "H", "H", "H", "H", "H", "H", "H", "H", "H", "H", "H", "H", "H", "H", "H", "Cl", "C", "C", "Cl", "H", "H", "H", "H", "Cl", "C", "C", "Cl", "H", "H", "H", "H", "Cl", "C", "C", "Cl", "H", "H", "H", "H", "Cl", "C", "C", "Cl", "H", "H", "H", "H"], "coordinates": [[5.03757, -0.69980, 0.12900], [4.19096, 0.16899, -0.79921], [3.61828, -0.53938, -2.02755], [3.98823, 1.49646, -0.56715], [3.24443, 1.95121, 0.70755], [2.69797, 3.39639, 0.61570], [1.44116, 3.54004, -0.27897], [1.81446, 3.60631, -1.78937], [0.39836, 2.44762, 0.04095], [-1.02071, 2.81757, -0.44449], [-2.15578, 2.12837, 0.34274], [-1.77584, 1.53070, 1.64550], [-1.50704, 0.18021, 1.36028], [-1.11015, -0.65681, 2.24949], [-0.88810, -1.96156, 1.89788], [-1.75400, -0.10348, -0.00349], [-2.84212, 0.88038, -0.24528], [-3.68251, 0.94349, -1.84632], [-4.47884, 2.11502, -1.98480], [-4.54517, -0.19550, -1.90656], [-2.54648, 0.85223, -3.31151], [-3.28996, 0.42563, -4.30612], [-1.54634, 0.00622, -3.15107], [-2.10912, 2.03652, -3.67074], [5.41788, -0.06991, 0.94510], [4.47030, -1.52112, 0.60866], [5.87931, -1.15128, -0.41546], [3.25311, 0.24734, -2.70799], [2.76240, -1.16876, -1.73870], [4.37479, -1.17473, -2.51968], [4.37972, 2.26901, -1.24088], [2.45043, 1.23613, 0.97368], [3.98842, 1.90969, 1.53286], [3.50658, 4.07273, 0.30170], [2.39484, 3.68046, 1.64078], [0.99296, 4.51835, -0.02519], [2.85432, 3.95023, -1.87547], [1.75603, 2.62925, -2.29014], [1.20311, 4.34705, -2.32949], [0.45814, 2.31207, 1.13537], [0.72606, 1.48041, -0.39150], [-1.07914, 2.60713, -1.52425], [-1.13155, 3.90552, -0.33458], [-2.99189, 2.84183, 0.43708], [-2.51708, 1.63576, 2.34000], [-0.98071, -0.32663, 3.20729], [-1.78107, -2.35374, 1.83666], [-0.93220, 0.10026, -0.57999], [-3.61237, 0.54559, 0.46929], [4.92196, -1.53302, 3.87534], [3.29462, -1.90203, 4.49653], [2.25953, -1.90409, 3.40110], [1.97986, -0.26255, 2.73582], [3.05547, -1.17491, 5.27136], [3.34435, -2.89357, 4.96143], [1.30595, -2.25508, 3.79596], [2.54856, -2.55324, 2.57696], [2.87518, -4.18011, 6.64551], [3.22014, -5.86951, 6.17804], [4.41710, -6.42548, 6.90803], [5.93190, -5.64469, 6.39368], [3.36159, -5.89940, 5.09929], [2.33334, -6.45283, 6.42272], [4.51720, -7.48842, 6.69217], [4.32158, -6.30128, 7.98471], [-7.82415, -0.15341, 0.85570], [-6.80752, -1.35773, 0.02283], [-7.56865, -2.61537, -0.31344], [-8.00844, -3.54300, 1.14339], [-5.94879, -1.57020, 0.65848], [-6.44804, -0.88747, -0.89103], [-6.94890, -3.26685, -0.92855], [-8.48206, -2.39375, -0.86107], [-0.77511, 2.38299, -8.01169], [-2.34899, 1.92540, -7.31493], [-3.42495, 1.79734, -8.36541], [-3.85497, 3.37042, -9.07902], [-2.61292, 2.66667, -6.56275], [-2.20603, 0.96699, -6.81594], [-4.33224, 1.39487, -7.91556], [-3.11824, 1.13386, -9.17131]], "forces_ev_per_angstrom": [[-1.8, 0.1, 1.3], [0.4, -1.0, -0.6], [1.7, 1.0, -0.5], [-0.8, 0.1, 0.6], [2.4, 0.4, 0.4], [-0.4, -0.8, 0.5], [0.5, 0.2, -0.7], [0.0, 0.3, 0.2], [0.5, 0.1, 0.2], [0.7, -0.3, 0.3], [-2.2, 1.0, -0.7], [-0.4, -1.5, 0.1], [0.0, 2.3, -1.4], [-0.4, 0.1, -0.2], [-0.2, 0.1, 0.5], [0.1, -0.9, 0.6], [1.8, 0.4, 0.2], [-3.2, -0.7, -0.2], [1.5, 1.7, 0.4], [1.4, -1.5, 0.1], [0.0, 0.0, -1.0], [-0.7, -0.5, -0.1], [0.5, -0.1, 0.6], [0.6, 0.6, 0.6], [0.1, -0.3, -0.2], [0.3, 0.1, -0.2], [-0.3, 0.3, -0.1], [0.1, -0.5, -0.1], [0.3, 0.2, 0.2], [-0.4, 0.1, 0.0], [-1.6, -0.3, -0.7], [0.5, 0.4, -0.4], [-0.6, 0.1, 0.1], [-0.4, -0.1, 0.0], [0.2, 0.0, -0.3], [0.1, -0.4, 0.0], [-0.3, -0.1, -0.1], [0.0, 0.2, 0.1], [0.0, -0.4, 0.1], [-0.4, 0.1, -0.3], [0.0, 0.4, 0.0], [-0.2, 0.1, 0.3], [-0.1, -0.3, 0.0], [0.6, 0.0, 0.7], [0.5, 0.3, 0.2], [0.4, -0.6, -0.1], [0.3, -0.2, 0.0], [0.0, -0.5, 0.1], [-0.5, 0.4, -0.9], [0.0, 0.1, 0.0], [0.1, -0.1, -0.1], [0.0, -0.3, 0.2], [-0.1, -0.2, 0.2], [0.0, 0.0, 0.0], [0.0, 0.6, -0.5], [0.0, 0.0, 0.0], [0.1, 0.1, 0.0], [-0.2, -0.4, 0.5], [-0.1, -0.3, 0.0], [0.1, -0.1, 0.1], [0.0, 0.0, 0.0], [0.1, 0.1, 0.0], [0.0, 0.0, 0.1], [-0.1, 0.0, -0.1], [0.0, 0.1, 0.0], [0.1, 0.0, 0.1], [0.0, 0.1, -0.2], [0.0, -0.1, -0.1], [0.0, 0.0, 0.0], [-0.1, -0.1, 0.1], [-0.1, -0.1, 0.1], [0.0, 0.0, 0.0], [0.0, 0.0, 0.1], [0.0, 0.0, 0.0], [0.0, -0.1, 0.1], [-0.1, -0.1, 0.0], [0.0, 0.0, 0.0], [0.0, 0.1, -0.1], [0.0, 0.0, -0.1], [0.0, 0.0, 0.0], [0.1, 0.1, 0.0]]}

{"formula": "C37H41BrFeIN6O5PTe", "method": "the ωB97M-V functional and the def2-TZVPD basis", "gap_ev": [6.05, 6.00], "spin_multiplicity": 6, "e_homo_ev": [-3.97, -3.93], "de_lowest_kcal_mol": 19.45, "charge": -1, "elements": ["Fe", "C", "C", "O", "C", "C", "C", "C", "C", "C", "O", "H", "H", "H", "H", "H", "H", "H", "C", "C", "N", "C", "C", "N", "C", "N", "N", "N", "C", "C", "C", "C", "C", "C", "H", "H", "H", "H", "H", "H", "H", "H", "H", "H", "H", "Br", "C", "C", "C", "C", "C", "C", "I", "H", "H", "H", "H", "C", "C", "O", "P", "O", "Te", "O", "C", "C", "H", "H", "H", "H", "H", "H", "H", "H", "H", "H", "C", "C", "C", "C", "C", "C", "C", "C", "N", "H", "H", "H", "H", "H", "H", "H", "H", "H"], "coordinates": [[-2.82613, -17.92207, -17.82724], [-3.27136, -16.43647, -21.74885], [-3.38819, -17.40695, -20.63788], [-3.66496, -16.97981, -19.51742], [-3.20689, -18.84631, -20.96020], [-3.12507, -19.25631, -22.31536], [-3.13209, -20.53967, -22.74546], [-3.22515, -21.55096, -21.80704], [-3.26509, -21.22789, -20.45557], [-3.22151, -19.87822, -19.96668], [-3.20689, -19.73109, -18.71537], [-2.54391, -16.73545, -22.55462], [-2.85157, -15.60995, -21.22699], [-4.25718, -16.17396, -22.15195], [-3.12141, -18.54782, -23.15593], [-3.05670, -20.74653, -23.89511], [-3.18198, -22.60779, -22.01768], [-3.39541, -22.01679, -19.69801], [-4.82241, -15.40744, -17.33907], [-5.31694, -16.75861, -16.95033], [-4.65793, -17.89854, -16.90381], [-5.57943, -18.91556, -16.63203], [-6.80907, -18.38288, -16.53914], [-6.61706, -17.03528, -16.70900], [-7.69573, -16.08754, -16.85995], [-8.61339, -16.40566, -17.93818], [-9.74197, -17.07649, -17.65398], [-10.33748, -17.38209, -18.73616], [-9.57901, -16.88604, -19.77750], [-9.85283, -16.96326, -21.17468], [-8.93834, -16.35781, -21.96523], [-7.78034, -15.66096, -21.40014], [-7.44614, -15.74260, -20.04493], [-8.45701, -16.29259, -19.26784], [-3.76378, -15.39244, -17.15869], [-5.24899, -14.66471, -16.71474], [-4.95639, -15.11451, -18.37706], [-5.24284, -19.88434, -16.66661], [-7.76774, -18.79045, -16.28778], [-7.14226, -15.10707, -16.91211], [-8.39608, -16.04617, -16.02173], [-10.77003, -17.33956, -21.53683], [-9.19997, -16.34986, -23.00368], [-7.12337, -15.26839, -22.10789], [-6.58106, -15.25600, -19.60436], [-11.67856, -12.69662, -17.73961], [-11.19147, -11.16892, -18.64641], [-12.27406, -10.46927, -19.14342], [-12.01738, -9.31886, -19.91730], [-10.75350, -8.84579, -20.04089], [-9.67358, -9.56326, -19.51457], [-9.88753, -10.75338, -18.86009], [-8.33078, -11.91839, -18.09781], [-13.29447, -10.95471, -19.04430], [-12.84090, -8.81907, -20.42000], [-10.48338, -7.92049, -20.57013], [-8.63157, -9.21119, -19.61053], [0.23766, -20.30617, -17.83742], [0.47408, -19.26629, -18.96623], [-0.28401, -18.03538, -18.83730], [-0.08463, -17.14502, -17.43398], [-1.32850, -17.73609, -16.61120], [-5.14981, -11.87697, -16.22309], [-0.85331, -15.84770, -18.15625], [-0.69289, -14.53441, -17.56910], [-1.35111, -13.52699, -18.47683], [0.70857, -21.19192, -18.19437], [-0.84969, -20.59735, -17.81083], [0.60274, -20.00867, -16.89790], [0.24214, -19.58781, -20.00594], [1.54172, -19.00221, -18.99500], [0.40357, -14.35954, -17.34992], [-1.15385, -14.44260, -16.61663], [-0.90209, -13.56728, -19.48039], [-1.25700, -12.49921, -18.19484], [-2.36025, -13.92759, -18.62078], [-7.61193, -11.70986, -13.41816], [-6.63553, -12.70411, -12.90235], [-6.49498, -12.83073, -11.56098], [-5.51592, -13.65917, -11.00913], [-4.70227, -14.39306, -11.86321], [-4.80250, -14.25292, -13.23778], [-3.89870, -14.95803, -14.22095], [-5.75280, -13.41652, -13.77463], [-5.97416, -13.35902, -15.16191], [-7.36203, -10.75457, -13.09786], [-8.65991, -11.87599, -13.17852], [-7.76411, -11.68996, -14.53044], [-7.19934, -12.29751, -10.96917], [-5.42506, -13.57718, -9.93218], [-3.91290, -14.98322, -11.36948], [-3.39142, -14.32216, -14.91048], [-4.49236, -15.61979, -14.82511], [-3.15730, -15.53703, -13.59162]], "forces_ev_per_angstrom": [[0.3, -0.7, -0.1], [0.7, 0.1, -1.0], [0.1, -2.6, -1.0], [0.3, 0.0, 0.6], [-0.1, 0.7, 0.0], [-0.3, 1.2, -0.8], [0.3, -0.7, -2.9], [0.3, -0.4, 2.2], [-0.3, -0.5, -0.6], [-0.1, -0.9, -1.2], [0.1, 1.0, 1.3], [-1.0, 0.2, 0.8], [0.2, 1.2, 0.0], [0.3, -0.1, 0.0], [0.1, 0.1, 0.8], [-0.2, 0.3, 2.4], [-0.2, -0.1, -0.5], [0.3, 0.5, -0.4], [0.4, -0.9, -0.1], [-0.7, -0.6, -0.6], [-0.2, 0.0, 0.3], [0.7, 2.0, -0.6], [0.3, 0.1, 0.4], [-1.5, 0.6, -0.2], [0.1, 1.3, 0.5], [1.1, 0.2, 0.7], [-0.1, -0.1, 0.6], [0.0, 0.3, -0.3], [-1.5, -1.1, -1.3], [0.8, 0.7, 2.1], [0.8, 1.1, 0.7], [-1.1, -2.3, 0.7], [-0.6, 1.1, -1.7], [0.4, 0.0, 0.1], [0.6, 0.1, 0.1], [-0.4, 0.8, 0.7], [-0.2, -0.4, -0.1], [0.5, -2.1, 0.2], [-0.2, -0.1, -0.1], [-1.3, -0.6, -0.3], [0.6, -0.1, 0.4], [-0.7, -0.6, -0.3], [0.6, 0.3, -0.6], [1.1, 0.9, -0.8], [-0.1, -0.1, -0.3], [0.0, -1.2, 0.7], [-0.8, 0.6, -0.4], [-0.7, 0.0, -1.1], [-1.8, -0.7, 0.5], [2.1, 0.7, -0.3], [0.7, 0.4, -0.1], [-0.1, -0.7, 0.6], [0.5, 0.5, -0.1], [1.3, 1.1, -0.1], [0.0, 0.0, 0.2], [-0.5, -0.4, 0.1], [-0.7, -0.1, -0.1], [-2.2, 0.1, -2.7], [0.0, 0.6, 0.0], [0.4, -0.4, 0.0], [-1.8, -0.4, 0.3], [1.1, 0.5, -0.3], [0.0, -0.2, 0.3], [0.3, 0.8, 0.3], [1.8, -0.1, -0.3], [0.4, -1.4, -1.5], [0.8, -0.9, 0.0], [0.9, 0.6, 0.3], [0.4, 0.4, 1.1], [-0.1, -0.4, 0.9], [-0.1, 0.0, 0.1], [-0.9, 0.0, -0.6], [-0.7, -0.4, 1.1], [0.1, -0.2, 0.2], [-0.4, 0.5, 0.7], [-0.2, 0.8, 0.2], [-1.6, -1.2, -2.5], [0.5, -0.3, -1.6], [0.5, -0.8, 0.4], [-0.6, 0.6, -0.1], [0.6, 0.2, 1.4], [0.8, -0.4, -0.6], [0.5, -1.2, 2.3], [-1.9, 1.3, -0.5], [0.4, -0.1, 0.1], [0.5, 1.9, 0.5], [-0.1, -0.3, 1.0], [1.0, 0.0, 0.8], [-0.3, 0.4, 0.8], [0.3, -0.7, 0.0], [-0.3, 0.1, -0.7], [0.4, 0.8, -0.3], [-0.1, -0.6, -0.1], [-0.6, 0.4, -1.1]]}

{"formula": "C15H19N7OS2", "method": "the ωB97M-V functional and the def2-TZVPD basis", "gap_ev": 8.93, "spin_multiplicity": 1, "smiles": "CCc1nnc(NC(=O)CSc2nnc(Cc3cccn3C)n2C)s1", "e_homo_ev": -8.53, "de_lowest_kcal_mol": 2.44, "charge": 0, "elements": ["C", "H", "H", "H", "C", "C", "N", "N", "C", "N", "C", "O", "C", "H", "H", "S", "C", "N", "N", "C", "N", "C", "H", "H", "H", "C", "C", "C", "C", "C", "N", "C", "H", "H", "H", "H", "H", "H", "H", "H", "H", "S", "H", "H"], "coordinates": [[4.47547, 1.67267, 6.20076], [3.71106, 1.12449, 6.74326], [5.23771, 2.00802, 6.89965], [4.00650, 2.53836, 5.74267], [5.09865, 0.78488, 5.13096], [4.08995, 0.30248, 4.15494], [2.83985, 0.58732, 4.18705], [2.12311, 0.04159, 3.21131], [2.82798, -0.67922, 2.40739], [2.30889, -1.34032, 1.33171], [3.09241, -2.04065, 0.47142], [4.29105, -2.15775, 0.60018], [2.32485, -2.67628, -0.67314], [1.41550, -3.16299, -0.32429], [2.97478, -3.37929, -1.19299], [1.83559, -1.44954, -1.93177], [0.35730, -0.87520, -1.21942], [-0.05593, -1.11630, 0.00040], [-1.24561, -0.51367, 0.15448], [-1.54706, 0.08605, -0.95819], [-0.55189, -0.11073, -1.88353], [-0.47239, 0.38487, -3.22701], [-1.42536, 0.22009, -3.73157], [-0.24236, 1.45265, -3.22471], [0.31906, -0.14746, -3.75253], [-2.77425, 0.87515, -1.21597], [-3.63938, 0.22224, -2.24978], [-3.57788, -1.03634, -2.79561], [-4.62989, -1.14225, -3.72498], [-5.29538, 0.05173, -3.71164], [-4.69321, 0.87927, -2.81605], [-5.10862, 2.21590, -2.50301], [-6.02812, 2.43942, -3.04075], [-4.34747, 2.94404, -2.79816], [-5.29272, 2.32240, -1.43168], [-6.15231, 0.37218, -4.27058], [-4.86445, -1.99749, -4.32619], [-2.87008, -1.80269, -2.54603], [-3.30763, 0.96529, -0.26529], [-2.49110, 1.88130, -1.54654], [1.29519, -1.24704, 1.13864], [4.53356, -0.74648, 2.80653], [5.87507, 1.33231, 4.58835], [5.57957, -0.08302, 5.59170]], "forces_ev_per_angstrom": [[0.1, -0.1, -0.1], [-0.1, 0.0, 0.1], [0.0, 0.0, 0.1], [-0.1, 0.1, 0.0], [0.1, 0.2, 0.3], [0.5, -0.6, -0.8], [0.4, 0.8, 1.3], [-1.1, -0.6, -1.2], [1.2, 0.1, 0.4], [-0.2, -0.1, -0.1], [-0.5, -0.1, -0.1], [0.3, -0.2, -0.2], [-0.1, 0.2, -0.2], [0.0, -0.1, 0.0], [0.0, 0.1, 0.1], [0.3, -0.1, -0.1], [-0.1, -0.1, 0.1], [0.6, -0.3, -0.5], [-1.1, 0.5, 0.3], [0.1, 0.0, 0.0], [0.1, -0.4, 0.8], [0.0, 0.3, -0.5], [0.1, 0.0, 0.0], [0.0, -0.1, 0.0], [-0.1, 0.0, 0.0], [-0.2, 0.0, -0.1], [0.2, -0.1, 0.2], [0.1, 0.1, 0.2], [-0.1, 0.0, -0.1], [-0.3, -0.2, -0.3], [0.1, -0.2, 0.0], [0.0, 0.4, 0.1], [0.0, 0.0, 0.0], [-0.1, 0.0, 0.0], [0.0, 0.0, -0.1], [-0.2, 0.1, -0.1], [-0.1, -0.1, -0.1], [0.2, -0.1, 0.1], [0.1, 0.1, 0.0], [0.0, 0.0, 0.1], [0.2, -0.1, 0.0], [-0.7, 0.6, 0.6], [0.0, -0.1, 0.1], [0.1, 0.1, 0.0]]}

Number 1: electronic energy -153246.871 eV, strongest force on any atom 3.31 eV Å⁻¹. Number 2: electronic energy -187326.680 eV, strongest force on any atom 3.42 eV Å⁻¹. Number 3: electronic energy -50011.948 eV, strongest force on any atom 1.76 eV Å⁻¹.